Arrangement A

17 unconnected molecules or ions with the total composition H35O17, computed with ωB97M-V/def2-TZVPD.

2S+1: 1
Charge: +1
Frontier orbital gap in eV: 10.53
HOMO energy in eV: -13.18

Last column: natural (NBO) charge in e.
Geometry (Å):
O 0.19064 -2.56044 -0.52141  -1.03
H -1.40526 -1.47042 4.24726  0.51
H 0.61420 -2.09983 -1.25206  0.53
O -0.97762 2.39544 3.52547  -0.96
H 0.92570 0.45593 -2.42389  0.51
H 2.18485 2.24908 2.81977  0.50
O -2.13291 0.55335 -1.73010  -0.98
H -1.26115 0.41491 -2.15609  0.49
H 1.94252 3.27201 -4.04860  0.49
O -2.24460 0.63884 2.23830  -0.84
H -1.83721 0.80293 1.36616  0.56
H 2.18589 1.06678 -4.16016  0.49
O 1.32603 2.56820 -3.80782  -0.96
H 1.13945 -4.98210 2.21475  0.47
O 2.24766 -0.30800 -0.39720  -0.96
H 1.64505 -0.86913 0.11017  0.48
H -3.44310 -2.77653 1.11471  0.48
O 0.24628 1.58343 -0.75396  -0.96
H 3.00308 -0.91120 -0.44872  0.49
H -0.58301 -3.01236 -4.39912  0.49
O 1.36183 -4.47828 1.43066  -0.93
H -0.10838 -3.45746 -0.65913  0.52
H 1.16966 -3.57491 1.67926  0.46
O 0.31504 -0.27612 -2.47911  -0.96
H 1.92006 3.65081 3.01233  0.47
H 0.02193 -0.34413 -3.39520  0.48
O -3.06703 -2.09746 0.55889  -0.97
H -0.17780 -0.40135 2.33344  0.48
H -2.71909 -2.48024 -0.25140  0.50
O -2.96923 2.27772 0.22979  -0.99
H 4.20578 1.24827 1.70101  0.47
H -1.64036 -1.99586 2.86649  0.51
O -0.59326 -2.81976 -3.46131  -0.96
H -3.77264 2.54392 0.68114  0.48
H -0.90843 -1.94553 -3.23386  0.47
O 3.40358 1.58944 1.27604  -0.96
H 2.97828 0.71243 1.14344  0.48
H 1.09805 1.51564 -0.29626  0.48
O -2.08253 -1.46479 3.55573  -0.91
H 0.41624 2.39261 -1.25484  0.48
H -0.87978 3.01934 4.24850  0.52
O 2.39709 0.26609 -4.67106  -0.99
H -2.01090 0.23542 -0.84030  0.46
H -0.69701 2.88243 2.74486  0.52
O 1.40628 2.84234 2.86500  -0.98
H -2.25984 -0.32877 2.66563  0.54
H -1.72503 1.20732 2.89890  0.54
O 0.28492 -1.17725 2.03529  -1.01
H 0.12928 -1.58287 1.18122  0.52
H 0.61125 2.71579 -4.42448  0.49
H -3.17254 2.12450 -0.70138  0.51
H 3.29809 0.18984 -4.97678  0.48

---

Arrangement B

A molecular structure, H35O17, computed with ωB97M-V/def2-TZVPD.

2S+1: 1
Charge: +1
Frontier orbital gap in eV: 10.90
HOMO energy in eV: -13.59

Last column: natural (NBO) charge in e.
Geometry (Å):
O 2.53233 -0.51864 -1.67821  -0.86
H 2.26446 -1.57899 -1.46748  0.50
H 3.24510 -0.25543 -1.08978  0.52
O 3.33521 1.98387 -1.63344  -0.97
H 1.95608 -1.04360 1.55423  0.46
H 4.22250 2.18264 -1.10990  0.49
O -1.85670 0.04642 -0.32245  -1.01
H -1.94108 -0.28824 -1.24563  0.50
H -2.14410 1.04960 -0.35990  0.52
O -2.96118 2.23512 0.61392  -0.97
H -1.96016 2.29313 0.83288  0.48
H -0.37748 4.25502 -2.11779  0.48
O -0.94496 -2.96008 -1.58036  -0.98
H -2.22274 0.00017 -4.80566  0.49
O 0.77307 3.06588 1.70150  -0.96
H 1.18663 3.03400 2.59229  0.48
H 0.35289 3.91281 1.62419  0.48
O 3.98505 1.14170 2.32533  -0.96
H 3.57556 0.29079 2.30048  0.49
H 4.86788 1.17433 2.34708  0.47
O -2.68842 -0.38125 -4.04079  -0.96
H -0.60781 -3.83691 -1.08735  0.51
H -3.32993 -0.92418 -4.30261  0.47
O -3.69938 0.77169 2.85412  -0.98
H -0.16556 -0.06195 -0.06798  0.56
H -4.52709 1.15664 3.08706  0.49
O -1.08314 -0.02531 2.59020  -0.95
H -1.73758 0.31914 2.06977  0.48
H -0.82910 0.83733 2.97928  0.48
O -1.49085 -3.06263 2.97371  -1.02
H -1.36405 -3.42564 3.84922  0.53
H -1.59521 -2.25519 2.60047  0.51
O 1.86647 -0.14173 1.36675  -0.95
H 0.00645 -1.49882 -0.93870  0.50
H 1.16977 0.04734 2.21148  0.49
O 0.44778 1.40337 -3.99361  -0.95
H -0.21032 1.06575 -3.38057  0.47
H 1.33215 1.28536 -3.61034  0.49
O 2.00704 -2.83851 -1.22190  -0.89
H 1.11427 -2.81246 -1.55474  0.49
H 1.62379 -0.26873 -1.07146  0.54
O -0.57698 3.41500 -1.71066  -0.95
H -0.09898 2.81546 -2.28133  0.47
H 2.74030 2.65566 -1.19518  0.49
O 0.45702 -0.78995 -0.49178  -1.00
H -3.37446 3.11946 0.82774  0.51
H 1.67083 -3.19688 -0.28561  0.54
O 0.49008 -3.50435 1.29293  -1.00
H 0.25825 -4.20094 1.82166  0.49
H -0.12395 -2.69212 1.62286  0.51
H -1.87024 -3.04493 -1.56777  0.50
H -3.69951 0.04974 2.17386  0.49

---

If we sort the structures by their calculated energies, the order from most to least stable is arrangement A, arrangement B.